C36H63ClMoN4O5S3Si as an isolated structure. Source: OMol25; level of theory: wB97M-V/def2-TZVPD.

Output
Kohn-Sham gap (alpha / beta)	6.52 / 7.10	eV

ORCA input file:
```
! wB97M-V def2-TZVPD RIJCOSX def2/J DEFGRID3
* xyz 0 3
Mo -0.15173 0.20700 -0.29739
C -4.75265 2.51416 -1.79016
S -3.24926 3.40330 -2.21616
C -1.99563 2.27932 -1.73853
S -2.26786 0.59702 -1.50361
N -0.82528 2.84456 -1.65982
N 0.15640 1.91989 -1.40186
C 1.33072 2.19825 -1.86781
C 2.34488 1.17671 -1.78997
C 3.64052 1.35661 -2.26124
C 4.51238 0.28559 -2.22308
C 4.07086 -0.92231 -1.70174
C 2.77017 -1.01741 -1.23683
N 1.91703 0.00290 -1.29085
H -5.56848 3.19377 -2.03455
H -4.77995 2.27825 -0.72881
H -4.85207 1.60882 -2.37649
H 1.48712 3.14118 -2.37588
H 3.94169 2.32152 -2.64682
H 5.52543 0.39059 -2.58851
H 4.71917 -1.78598 -1.65480
H 2.38298 -1.94160 -0.82530
C 1.37516 -1.02916 -4.34208
N 0.13300 -0.53270 -3.78557
C -0.47349 0.44025 -4.67271
C -0.77755 -1.63004 -3.48540
C -0.37225 -2.39162 -2.24745
C -0.11347 -3.75470 -2.33610
C 0.26029 -4.50319 -1.22485
C 0.35089 -3.89013 0.01413
C 0.07944 -2.52874 0.11656
C -0.26113 -1.75988 -1.00100
H 1.23316 -1.48837 -5.33544
H 1.80420 -1.78554 -3.68487
H 2.09320 -0.21197 -4.44536
H -0.71692 0.01700 -5.66177
H 0.21277 1.27673 -4.82515
H -1.39057 0.82549 -4.22556
H -0.86338 -2.32848 -4.33250
H -1.77445 -1.21442 -3.33213
H -0.21033 -4.24040 -3.30069
H 0.46839 -5.56066 -1.32950
H 0.62701 -4.45737 0.89460
H 0.17230 -2.06571 1.09918
Cl -2.55777 -1.00665 1.65070
C -1.61039 0.49963 1.31418
H -1.09455 0.73270 2.23763
H -2.35227 1.26987 1.11795
C 4.67920 1.12154 1.32639
C 4.13404 0.46960 2.59115
C 5.13520 0.59898 3.72995
C 3.79017 -0.99621 2.34260
O 2.95751 1.15869 3.02563
Si 1.63715 1.63838 2.18308
O 1.10265 0.47217 1.20595
O 0.55202 2.11618 3.30679
C 0.25293 1.59159 4.61368
C 1.22851 2.20399 5.61228
C -1.17155 2.03271 4.92009
C 0.35184 0.06854 4.63347
O 1.93840 2.91033 1.19543
C 2.07696 4.30840 1.48576
C 0.68342 4.91851 1.58066
C 2.84130 4.90068 0.30931
C 2.85862 4.51576 2.77808
H 5.58421 0.60998 0.99183
H 4.91696 2.17068 1.51308
H 3.94053 1.07896 0.52457
H 6.06828 0.08819 3.48518
H 4.72437 0.16009 4.64045
H 5.35048 1.65148 3.92133
H 4.67385 -1.54865 2.01512
H 3.01453 -1.07837 1.58014
H 3.41863 -1.45334 3.26172
H 1.13151 3.29136 5.61148
H 2.25243 1.94030 5.34686
H 1.02000 1.84147 6.62078
H -1.25172 3.11734 4.83474
H -1.45206 1.73928 5.93325
H -1.87272 1.57673 4.21948
H 1.37018 -0.25583 4.41740
H -0.32581 -0.38205 3.90576
H 0.07569 -0.30091 5.62295
H 0.13448 4.73834 0.65377
H 0.74603 5.99611 1.74655
H 0.13203 4.46557 2.40490
H 2.27919 4.74878 -0.61363
H 3.81598 4.41776 0.21223
H 2.99244 5.97259 0.44665
H 2.32216 4.09026 3.62673
H 3.00274 5.58212 2.96107
H 3.83858 4.03865 2.71401
C -3.04042 -6.15893 -1.62931
C -3.98601 -5.35509 -0.74286
C -3.39296 -4.01532 -0.31134
S -3.66884 -2.67853 -1.50004
O -3.57962 -3.26976 -2.87454
C -5.46070 -2.46255 -1.14905
C -6.23929 -2.26701 -2.44240
C -6.02051 -0.89881 -3.07043
H -3.50059 -7.09918 -1.93747
H -2.11933 -6.39490 -1.09206
H -2.78166 -5.58806 -2.51999
H -4.23007 -5.92951 0.15420
H -4.92929 -5.19449 -1.27216
H -2.31119 -4.07749 -0.18958
H -3.80522 -3.64367 0.62963
H -5.52441 -1.59015 -0.49328
H -5.82426 -3.33261 -0.60211
H -7.30072 -2.41359 -2.22826
H -5.93836 -3.04726 -3.14330
H -6.40387 -0.11326 -2.41663
H -6.53412 -0.81661 -4.02908
H -4.95763 -0.71406 -3.24525
*
```